[1]
11
Properties=species:S:1:pos:R:3:forces:R:3 method="wB97M-V/def2-TZVPD" e_lumo_ev=0.4 total_energy_ha=-339.57349 homo_lumo_gap_ev=9.716 smiles="O=c1cc[nH]cn1" e_above_lowest_ev=0.222 total_charge=0
O 2.3679 -1.2656 0.3341 -0.37 0.14 -0.21
C 1.2869 -0.7910 0.0509 0.20 -0.04 0.04
C 1.0846 0.6439 -0.2142 -0.10 0.05 0.07
C -0.1457 1.1666 -0.0805 0.08 -0.08 -0.02
N -1.2162 0.3232 0.1343 0.09 -0.06 0.00
C -1.0184 -1.0284 0.0452 0.14 0.01 0.00
N 0.1277 -1.5996 -0.0325 -0.18 0.21 0.06
H 1.9468 1.2626 -0.4287 -0.10 -0.05 0.11
H -0.3745 2.2259 -0.1497 0.06 -0.18 0.02
H -2.1322 0.6910 0.3344 0.08 -0.06 -0.17
H -1.9270 -1.6285 0.0069 0.10 0.06 0.11

[2]
11
Properties=species:S:1:pos:R:3:forces:R:3 method="wB97M-V/def2-TZVPD" e_lumo_ev="0.9 / -3.6" total_energy_ha=-339.36182 homo_lumo_gap_ev="8.621 / 7.320" e_above_lowest_ev=1.567 total_charge=0 multiplicity=3
C 3.0609 -0.4821 0.0944 3.08 1.04 -0.34
C 4.2344 0.4054 0.2238 -7.53 -1.06 3.90
C -0.1448 0.7713 -0.0338 2.36 -0.32 1.04
C -1.3397 0.0990 -0.4239 -1.11 2.95 -0.53
N 2.2398 -1.2695 -0.0356 -0.81 -1.09 -0.15
N 0.9156 0.9892 0.3673 -1.22 1.21 -0.23
O 5.1637 0.2964 -0.5394 4.48 -0.04 -3.07
H 4.0125 0.9905 1.1375 1.20 0.43 -0.51
H -1.8863 -0.1001 0.4965 -1.06 0.87 -0.37
H -1.0982 -0.8428 -0.6870 1.22 -3.22 -1.38
H -1.7127 0.6424 -1.3513 -0.62 -0.77 1.64

[3]
12
Properties=species:S:1:pos:R:3:forces:R:3 method="wB97M-V/def2-TZVPD" e_lumo_ev=-0.9 total_energy_ha=-414.62217 homo_lumo_gap_ev=8.193 smiles="C=CN(O)C(=O)C#N" e_above_lowest_ev=6.096 total_charge=0
C 0.6114 0.2174 -1.6899 -1.02 3.00 0.65
C -0.4114 -0.3659 -1.0196 0.38 -0.44 0.57
N -0.8373 -0.1375 0.3816 2.99 1.28 0.33
O -1.9748 -0.8758 0.7007 0.46 -0.79 1.96
C 0.2178 0.1653 1.4219 -4.61 -4.96 -0.31
O 0.2779 -0.3516 2.5155 -1.25 0.24 0.04
C 1.2735 0.8945 1.0003 5.98 8.44 -4.71
N 1.9254 1.7910 0.5038 -2.92 -5.07 3.42
H 0.9648 1.4034 -1.2117 -0.71 -4.37 -2.38
H 0.8103 -0.1906 -2.7423 -0.15 1.06 1.78
H -1.0040 -1.1945 -1.4566 0.52 0.47 0.50
H -1.8536 -1.3557 1.5964 0.34 1.13 -1.86

[4]
12
Properties=species:S:1:pos:R:3:forces:R:3 method="wB97M-V/def2-TZVPD" e_lumo_ev=0.8 total_energy_ha=-414.66489 homo_lumo_gap_ev=10.311 smiles="C=COc1ncno1" e_above_lowest_ev=4.933 total_charge=0
C -0.2894 0.9033 -2.3390 -0.81 0.77 2.51
C 0.3021 1.6546 -1.3367 -2.46 -3.67 -3.89
O 0.5703 1.3471 -0.1043 0.77 -1.07 6.02
C 0.1319 0.2342 0.4434 -2.85 -4.73 -2.35
N -0.6406 -0.6272 -0.2791 1.14 -0.21 4.16
C -0.6683 -1.7399 0.6697 -1.02 -0.43 -5.44
N 0.0639 -1.6085 1.6526 0.72 -0.59 3.32
O 0.5021 -0.3518 1.6451 1.86 4.22 -0.98
H -1.1029 0.0699 -2.3904 2.41 1.71 0.41
H -0.1021 1.5169 -3.1502 -0.29 0.68 -2.37
H 0.7543 2.5651 -1.4317 1.04 2.24 -1.44
H -0.9493 -2.7774 0.4073 -0.52 1.07 0.05

[5]
12
Properties=species:S:1:pos:R:3:forces:R:3 method="wB97M-V/def2-TZVPD" e_lumo_ev=-0.2 total_energy_ha=-414.62729 homo_lumo_gap_ev=8.814 e_above_lowest_ev=5.956 total_charge=0
H 1.7114 -0.9500 -2.2482 -1.98 -0.50 2.92
N 0.9407 -1.1895 -1.4422 2.81 5.72 1.19
C 0.8234 -0.1542 -0.4907 -0.51 -3.29 -2.88
O 1.5584 1.0184 -0.2302 -3.67 -1.17 0.66
N 0.4969 1.7951 0.4987 3.35 3.76 3.22
C -0.6108 1.0605 0.9360 1.51 -0.83 0.32
C -0.4282 -0.1577 0.3780 -0.60 -2.44 -2.66
C -1.2540 -1.4193 -0.1137 -3.39 -0.54 5.48
O -2.2166 -1.9421 0.5210 2.97 2.33 -2.12
H 1.0641 2.3393 1.3590 -1.82 -1.89 -3.06
H -1.2824 1.5545 1.7375 1.02 -1.05 -1.91
H -0.8030 -1.9550 -0.9051 0.31 -0.11 -1.15

[6]
12
Properties=species:S:1:pos:R:3:forces:R:3 method="wB97M-V/def2-TZVPD" e_lumo_ev=-0.9 total_energy_ha=-414.33029 homo_lumo_gap_ev=9.175 e_above_lowest_ev=14.038 total_charge=0
C -0.5866 1.5676 0.2201 -1.00 0.95 2.07
C -0.1611 0.4530 -0.6976 -2.25 2.41 -1.76
C 1.0489 -0.9177 -0.1447 2.95 -3.39 1.73
C -0.2901 -0.9888 -0.1222 -3.27 -0.55 0.46
H -1.2876 2.7080 -0.8003 1.93 -2.77 3.40
H 0.8544 1.9403 0.9937 -4.30 -0.66 -1.95
H -1.6414 0.7732 1.1829 2.84 2.95 -2.49
H -0.6766 0.8957 -1.7454 2.14 -2.40 2.21
N 1.6186 -1.9451 0.4092 -0.26 0.18 -0.43
N -0.7943 -2.0447 0.5264 3.54 1.52 -1.93
O 1.3435 0.2813 -0.5774 -0.60 1.58 -1.93
O 0.5722 -2.7229 0.7553 -1.73 0.18 0.63

[7]
12
Properties=species:S:1:pos:R:3:forces:R:3 method="wB97M-V/def2-TZVPD" e_lumo_ev=-2.1 total_energy_ha=-414.50234 homo_lumo_gap_ev=8.370 e_above_lowest_ev=9.356 total_charge=0
C -0.1595 -0.5696 -0.0010 -0.04 0.40 1.82
C 1.3543 -0.1376 0.1146 1.83 -3.60 6.81
C -0.5527 -0.1801 -1.3463 0.60 2.92 -3.58
C -0.3683 0.7677 0.6223 -0.72 -1.41 -0.83
H -1.6412 -1.3546 1.7101 3.96 -1.34 -3.27
H 1.5543 0.7034 -0.6422 1.09 -1.27 1.18
H -0.2335 -0.7189 -2.2247 -0.79 -0.74 -0.20
H -0.1690 1.0704 1.5641 0.48 0.22 3.36
N -0.6898 1.1558 -1.6072 0.84 -4.15 4.46
N -0.5528 1.6835 -0.1876 -1.42 2.80 -3.70
O -0.4172 -1.7400 0.7323 -4.06 2.08 1.84
O 1.8755 -0.6799 1.2657 -1.75 4.09 -7.91

[8]
12
Properties=species:S:1:pos:R:3:forces:R:3 method="wB97M-V/def2-TZVPD" e_lumo_ev=0.0 total_energy_ha=-414.74273 homo_lumo_gap_ev=9.279 smiles=Oc1ccc(O)nn1 e_above_lowest_ev=2.815 total_charge=0
O -2.6937 -0.5605 0.0904 -0.93 0.74 -0.31
C -1.3371 -0.3705 -0.1165 1.04 0.46 1.73
C -0.7249 0.8659 -0.0020 1.90 0.80 -1.35
C 0.7366 0.9331 -0.2138 -4.20 0.59 1.62
C 1.3807 -0.2475 -0.1221 3.10 -3.36 0.58
O 2.7957 -0.3001 0.1441 -1.51 -1.22 -0.70
N 0.7809 -1.4873 -0.1278 -1.34 2.84 0.46
N -0.5446 -1.4732 -0.0824 -0.93 -0.74 -0.90
H -3.3632 0.2326 0.0884 2.84 -1.86 -0.21
H -1.3360 1.7766 0.2027 0.78 -0.70 -0.42
H 1.1775 1.8938 -0.0899 0.64 0.34 -0.15
H 3.1281 -1.2627 0.2290 -1.39 2.09 -0.35

[9]
12
Properties=species:S:1:pos:R:3:forces:R:3 method="wB97M-V/def2-TZVPD" e_lumo_ev=-0.8 total_energy_ha=-414.59610 homo_lumo_gap_ev=9.132 e_above_lowest_ev=6.805 total_charge=0
C 0.9540 -0.6482 -0.0778 -3.59 0.28 0.77
C 0.1904 0.6035 -0.0687 3.74 5.65 1.64
C 1.0254 1.7579 0.1585 -3.57 -1.96 -2.48
C -1.2205 0.5793 -0.0135 0.54 3.22 -0.32
H -2.0043 -0.9550 -0.2621 -2.41 -0.09 -4.01
H 0.0777 -2.7175 0.0946 -0.07 3.91 -0.76
H 2.0776 1.4259 -0.0234 -0.70 1.18 0.68
H 0.5389 2.8333 0.0908 1.47 -2.40 0.54
N -0.0648 -1.6050 -0.1263 0.51 -5.90 -0.41
N -2.3597 0.6690 -0.0895 -2.49 3.28 -0.69
O -1.3477 -1.2322 0.2910 5.33 -5.74 5.45
O 2.1330 -0.7109 0.0264 1.24 -1.42 -0.42

[10]
12
Properties=species:S:1:pos:R:3:forces:R:3 method="wB97M-V/def2-TZVPD" e_lumo_ev=-0.3 total_energy_ha=-414.72866 homo_lumo_gap_ev=8.763 e_above_lowest_ev=3.198 total_charge=0
N -2.7235 -0.2767 0.1806 -0.04 -0.79 0.62
C -1.5680 0.3082 -0.3301 -2.00 -0.04 1.55
C -0.3075 -0.1976 -0.3061 -1.48 -0.88 1.01
C 0.3733 -1.5098 -0.0180 0.73 4.33 -0.19
N 1.6285 -1.2572 0.1243 -0.38 -1.56 -0.47
O 1.8714 0.0523 -0.0820 0.80 1.64 0.84
C 0.6808 0.7978 -0.0273 2.17 0.70 -0.76
O 0.7121 1.9767 0.2516 -0.50 -1.28 -0.65
H -3.6413 0.1104 -0.0331 0.73 0.12 0.02
H -2.7844 -0.9344 1.0222 0.84 1.18 -2.17
H -1.7090 1.3929 -0.5944 0.29 -1.21 0.04
H 0.0605 -2.4557 0.2033 -1.16 -2.22 0.15

[11]
12
Properties=species:S:1:pos:R:3:forces:R:3 method="wB97M-V/def2-TZVPD" e_lumo_ev=-2.2 total_energy_ha=-414.51442 homo_lumo_gap_ev=8.427 e_above_lowest_ev=9.028 total_charge=0
C -1.7416 0.1413 -0.0153 -1.72 4.48 0.03
C -0.2773 0.1495 -0.4689 1.72 0.63 2.66
C 1.8066 -0.6741 -0.2441 3.69 -0.11 -0.01
C 1.8313 0.7872 -0.2253 -1.79 5.18 2.29
H -1.6241 -1.6026 0.8402 -2.52 0.73 -4.50
H -2.4926 1.0407 -0.4984 2.73 -1.73 1.51
H -1.5574 0.4055 1.4458 -0.60 -0.40 -4.15
H 2.5174 1.5524 0.3259 -0.19 -1.98 -1.80
N 0.3616 -0.9391 -0.3385 1.18 -3.20 -0.50
N 0.6520 1.3338 -0.3085 0.18 -1.00 -0.68
O -2.4252 -0.9719 -0.3799 2.96 -2.80 5.57
O 2.9492 -1.2226 -0.1330 -5.62 0.19 -0.42

[12]
12
Properties=species:S:1:pos:R:3:forces:R:3 method="wB97M-V/def2-TZVPD" e_lumo_ev=0.6 total_energy_ha=-414.68262 homo_lumo_gap_ev=9.871 smiles="C#C/C(=N/N)OC=O" e_above_lowest_ev=4.451 total_charge=0
C -1.3522 0.6514 -2.7270 -0.70 -0.03 2.72
C -1.0125 0.3703 -1.5713 -0.16 0.94 -3.67
C -0.3060 -0.0748 -0.4204 0.43 1.57 -1.39
N -0.8031 -0.9523 0.2757 -0.26 -1.93 2.13
N -0.0243 -1.5360 1.2515 -1.79 -1.82 2.50
O 0.9940 0.4406 -0.3230 -0.62 -0.56 -2.14
C 1.4634 0.9008 0.7749 2.03 1.92 3.01
O 0.9440 0.8534 1.8757 0.51 0.36 -1.05
H -2.0352 1.0368 -3.4930 0.99 -0.45 0.41
H -0.6903 -2.2403 1.7424 1.72 1.57 -1.13
H 0.3414 -0.8920 2.0129 -0.59 -0.53 -1.55
H 2.4808 1.4422 0.6017 -1.57 -1.03 0.16

[13]
13
Properties=species:S:1:pos:R:3:forces:R:3 method="wB97M-V/def2-TZVPD" e_lumo_ev=0.4 total_energy_ha=-489.84728 homo_lumo_gap_ev=10.054 smiles="O=C1ON1CCC#[N+][O-]" e_above_lowest_ev=6.438 total_charge=0
O -0.5062 -0.3391 3.2492 -0.22 1.91 2.61
C -0.5286 -1.0986 2.3839 -0.42 -0.08 -0.09
O -1.2303 -2.0551 1.8298 -1.51 -0.68 -0.46
N 0.0984 -1.5064 1.3088 2.31 -2.00 -1.89
C 0.2641 -0.7868 0.0816 -1.74 -0.14 -1.62
C -0.3351 0.6305 0.0964 1.27 -0.34 2.44
C -1.7326 0.7793 0.4012 -2.99 0.57 0.43
N -2.8191 1.0849 0.7212 1.70 -1.51 0.06
O -3.9491 1.1817 1.1483 0.34 0.48 -0.44
H -0.0107 -1.3396 -0.8729 0.02 0.15 1.55
H 1.3285 -0.7484 0.0713 0.96 0.52 -0.35
H 0.1984 1.0644 0.9919 -0.35 0.34 -1.11
H -0.1208 1.1421 -0.7953 0.64 0.78 -1.11

[14]
11
Properties=species:S:1:pos:R:3:forces:R:3 method="wB97M-V/def2-TZVPD" e_lumo_ev=-0.5 total_energy_ha=-662.32697 homo_lumo_gap_ev=7.986 e_above_lowest_ev=5.406 total_charge=0
C 1.2754 0.9478 0.2819 1.69 -0.12 -1.46
C -0.9364 -1.8748 -0.4412 -0.03 -1.31 -0.56
C 1.8121 0.5109 -0.8422 -0.80 0.26 -0.57
C -0.7737 -2.5526 0.6577 0.70 1.26 0.99
N -1.1806 0.0987 -1.7415 -0.03 -0.18 -0.01
N -1.0535 -0.8095 -1.0636 -0.44 1.51 -0.32
S 0.9909 1.5213 1.6762 -0.69 0.26 0.91
H 1.7937 -0.5823 -0.9780 0.26 0.60 -0.14
H 2.0133 1.2000 -1.7199 -0.26 -0.99 1.32
H -0.6306 -3.5939 0.6384 -0.13 -1.26 -0.06
H -0.5869 -2.0676 1.6206 -0.28 -0.02 -0.10

[15]
11
Properties=species:S:1:pos:R:3:forces:R:3 method="wB97M-V/def2-TZVPD" e_lumo_ev=0.0 total_energy_ha=-662.38255 homo_lumo_gap_ev=8.156 e_above_lowest_ev=3.893 total_charge=0
C 1.0793 -0.2911 0.7787 0.42 0.18 1.59
C 0.7874 1.0191 0.5437 1.68 1.38 0.35
C -0.8680 -0.3103 0.0634 -0.69 0.63 2.06
C -0.6689 -0.7679 -1.9787 0.52 -1.32 -1.61
N 0.0189 -1.1195 0.6172 -0.19 0.52 -0.60
N -0.4782 0.9789 0.0894 -2.58 2.44 -0.60
S -0.1173 -2.2089 -2.0707 -0.27 0.42 -0.71
H 1.9336 -0.5131 1.3674 0.78 -0.87 -0.09
H 1.4852 1.8833 0.7765 -1.55 -1.04 -0.71
H -1.9174 -0.3688 -0.0833 -0.64 -1.20 -0.02
H -1.2544 1.6982 -0.1037 2.52 -1.13 0.33

[16]
11
Properties=species:S:1:pos:R:3:forces:R:3 method="wB97M-V/def2-TZVPD" e_lumo_ev="-1.3 / -1.3" total_energy_ha=-662.35942 homo_lumo_gap_ev="8.252 / 8.251" smiles="N#CN1C[C@H]1C=S" e_above_lowest_ev=4.523 total_charge=0
N 0.5503 2.8704 -1.5905 0.06 -1.62 0.85
C 0.3291 1.7779 -1.2362 0.49 2.84 -0.98
N -0.1893 0.5774 -1.0761 0.24 -1.27 1.55
C 0.5861 -0.6560 -0.8163 1.83 -0.94 -0.99
C -0.3004 -0.2053 0.2309 -3.18 -2.04 0.00
C -0.4516 -0.2046 1.7841 0.39 -1.56 -0.05
S 0.1686 -1.2729 2.8916 0.05 1.42 -1.82
H 1.6757 -0.7807 -0.8082 -0.14 1.37 0.62
H 0.3066 -1.4873 -1.4473 -0.79 -0.09 -0.02
H -1.2621 -0.7756 -0.0588 0.97 0.89 1.20
H -1.4130 0.1566 2.1268 0.07 0.99 -0.36

[17]
11
Properties=species:S:1:pos:R:3:forces:R:3 method="wB97M-V/def2-TZVPD" e_lumo_ev=0.0 total_energy_ha=-662.44269 homo_lumo_gap_ev=8.981 smiles="N#C[C@@H]1CC(=S)N1" e_above_lowest_ev=2.257 total_charge=0
N -3.3004 0.0359 -0.7049 -0.41 0.05 -0.23
C -2.3438 -0.0889 -0.0912 1.02 -0.59 0.87
C -1.0627 -0.1792 0.6807 -1.71 3.21 0.67
C -0.1661 1.0943 0.3485 0.53 0.99 -1.22
C 0.9026 0.0216 0.0182 1.65 1.41 -0.61
S 2.5415 -0.0019 -0.2838 -1.97 -0.03 0.44
N -0.0334 -0.9308 0.1270 2.53 -7.12 1.63
H -1.2309 -0.2776 1.7558 -0.18 -0.26 -0.19
H 0.2323 1.8577 1.0681 -0.95 -0.93 -0.28
H -0.5874 1.6149 -0.5712 0.78 -0.53 1.15
H 0.2794 -1.9872 0.5967 -1.29 3.80 -2.25

[18]
11
Properties=species:S:1:pos:R:3:forces:R:3 method="wB97M-V/def2-TZVPD" e_lumo_ev=0.0 total_energy_ha=-662.44694 homo_lumo_gap_ev=8.702 e_above_lowest_ev=2.141 total_charge=0
C 0.3920 -1.4208 -0.0008 -0.53 -1.01 0.02
C -0.9470 -1.5236 0.0023 0.74 0.14 -0.01
C 0.9521 -0.1202 -0.0128 -3.23 3.35 0.01
C -0.6086 1.0206 -0.0098 2.91 -2.70 0.03
N 2.0830 0.3689 -0.0107 0.92 -0.65 -0.02
N -0.4258 2.2376 0.0095 0.38 0.90 0.00
S -1.9521 -0.1028 -0.0037 -0.57 0.37 -0.01
H 1.0301 -2.2873 0.0097 0.06 -0.22 -0.01
H -1.4761 -2.4608 0.0094 -0.04 -0.15 0.01
H 2.1403 1.3800 -0.0249 -0.38 0.29 0.02
H -1.1879 2.9085 0.0316 -0.28 -0.31 -0.02

[19]
12
Properties=species:S:1:pos:R:3:forces:R:3 method="wB97M-V/def2-TZVPD" e_lumo_ev="3.5 / 3.5" total_energy_ha=-717.14053 homo_lumo_gap_ev="5.584 / 5.466" e_above_lowest_ev=4.706 total_charge=-1
C -0.6631 -2.7428 0.2723 3.07 -0.27 -0.17
C -1.2642 -0.6511 0.3502 0.84 1.81 -1.10
C -2.3761 -1.4648 0.1587 0.38 1.10 0.85
C -0.5261 1.6829 0.0267 -0.10 -2.71 -0.37
N -1.9550 -2.7975 0.1699 0.05 0.09 0.15
N 0.6706 1.8686 -0.2042 0.39 -0.05 0.39
N -0.1540 -1.4600 0.2116 -1.62 0.31 0.41
S -3.9481 -0.8532 0.2600 -1.42 0.03 -0.34
H 0.1394 -3.5274 0.4099 -1.59 0.42 -0.33
H -1.4455 2.2447 0.0732 -0.15 0.40 0.19
H 1.1985 2.7684 -0.2984 -1.29 -0.60 0.08
H 0.6621 -1.0196 0.5476 1.42 -0.52 0.27

[20]
12
Properties=species:S:1:pos:R:3:forces:R:3 method="wB97M-V/def2-TZVPD" e_lumo_ev="-2.1 / -2.4" total_energy_ha=-373.60649 homo_lumo_gap_ev="6.485 / 5.820" e_above_lowest_ev=6.488 total_charge=0
C 1.5193 0.5287 0.1516 -1.58 -0.30 -0.93
C 0.2830 -0.1616 0.0756 -1.42 -2.18 0.06
C 0.5779 -1.5298 0.0638 -1.73 0.68 0.17
C -2.1536 -0.5750 -0.0330 -1.30 1.58 0.63
N 2.4624 -0.3969 -0.0204 2.21 2.27 0.48
N -1.0347 0.2588 -0.1024 2.16 2.14 0.17
N -2.1634 -1.8260 0.0800 1.24 0.89 -0.48
N 1.9027 -1.5912 -0.0896 0.18 -2.87 0.10
H 1.5053 1.6559 0.1629 1.24 -1.53 0.00
H -1.0026 1.3063 -0.0440 -1.49 -1.50 -0.07
H -3.1300 0.1323 0.0075 1.82 -1.86 -0.07
H 2.4948 -2.5026 -0.0639 -1.33 2.68 -0.06